Computed, not measured: a cluster of 18 separate species, C68H180N8O36 in total, with the ωB97M-V functional and the def2-TZVPD basis.

XYZ file:
```
292
Properties=species:S:1:pos:R:3:forces:R:3:mulliken_charge:R:1
O 3.94157 -23.97130 -7.28911 -1.394 0.912 -0.216 -0.47
O -0.12389 -29.44878 -8.00076 -0.270 -0.268 0.614 -0.53
O 10.53894 -32.32343 -10.67204 -0.082 0.106 0.193 -0.50
O 12.32438 -31.37145 -4.23279 -0.667 0.143 -1.291 -0.31
O 0.99092 -21.75408 -2.82423 -2.342 -0.743 -0.631 -0.46
O 7.67457 -32.20281 -0.58024 1.030 0.341 -0.012 -0.51
O 6.57193 -19.10594 -0.05782 0.365 -0.938 0.190 -0.50
O 9.43616 -22.83537 -8.32142 0.319 -0.605 -1.031 -0.48
O 2.08483 -32.84724 -12.09049 -0.003 -0.014 -0.067 -0.27
O 3.36443 -27.00093 5.23290 0.181 0.993 -0.550 -0.27
O 8.47508 -28.54385 12.24604 -0.455 0.002 0.225 -0.28
O -0.70384 -33.07435 -8.76453 -0.454 0.981 -0.354 -0.48
O 15.77044 -22.70721 1.06877 -1.664 0.228 0.447 -0.42
O -1.41983 -24.95313 -1.31847 0.155 -0.188 -1.318 -0.12
O 6.64080 -33.24349 6.96306 -0.563 0.457 -0.279 -0.52
O 8.92613 -26.03654 1.23397 1.007 -0.634 0.374 -0.21
O 2.47972 -23.87958 -1.21896 0.599 -0.392 -0.097 -0.45
O 15.33454 -34.71557 5.18250 -0.508 1.436 -0.386 -0.28
O 8.55869 -21.21197 -0.46302 0.718 -0.407 -1.018 -0.52
O 6.72941 -27.02182 -4.30661 0.212 1.492 -1.006 -0.20
O 2.42357 -31.69933 -0.75845 0.404 -0.240 -0.255 -0.51
O 10.36719 -34.16223 1.17257 -0.762 -1.144 -0.503 -0.56
O 17.58108 -19.83205 5.75455 0.592 0.147 -0.382 -0.32
O 8.79691 -31.26609 6.31923 0.176 -0.499 -0.786 -0.50
O -3.48140 -32.56956 -13.83482 1.143 -2.587 0.355 -0.41
O 11.46397 -25.87204 -5.32533 -0.393 0.533 -0.252 -0.17
O 10.02979 -19.96032 7.78378 0.334 -0.879 0.789 -0.53
O -4.16828 -19.87026 1.80984 -0.418 1.141 0.200 -0.31
O 8.96455 -31.32995 18.26659 0.051 0.445 1.257 -0.30
O 1.38747 -33.30569 -3.42291 -0.120 -0.020 0.975 -0.54
O 16.05903 -28.59558 4.38302 -1.087 -0.053 -0.910 -0.37
O -1.75724 -27.53200 4.16798 1.991 0.667 -0.520 -0.22
O 11.60449 -23.23500 8.11809 0.138 -1.234 -1.000 -0.52
O 8.88117 -30.47468 -9.79079 -1.640 -0.962 0.516 -0.58
O 2.39996 -25.79685 -9.28749 -0.904 -0.957 1.607 -0.52
O 7.50182 -21.26930 -7.01269 0.729 0.691 -0.363 -0.48
N 9.23370 -30.12220 15.52018 1.326 -0.642 0.065 -0.33
N 8.58515 -25.79888 -2.01532 -1.213 0.525 0.956 -0.14
N 15.18914 -31.77013 4.15990 -1.412 -0.294 0.507 -0.36
N 1.68631 -28.38214 3.27517 -1.299 0.095 0.083 -0.29
N 10.60772 -28.51454 -6.16879 -0.417 -1.557 0.671 -0.24
N -0.51388 -33.82933 -13.03687 0.109 0.076 0.062 -0.24
N 15.95741 -21.00109 3.19484 -1.506 0.045 0.260 -0.43
N -2.76014 -22.41880 -0.55042 -0.901 2.131 0.240 -0.34
C -2.85527 -21.25651 0.39270 -0.932 -0.042 -0.386 -0.71
C 15.86793 -35.76684 5.91474 0.751 -0.845 0.246 -0.78
C -2.60168 -27.94509 5.15181 -2.070 -0.366 -0.117 -0.81
C 18.77703 -19.85160 6.52082 -0.030 -0.982 0.059 -0.77
C 0.78154 -34.22977 -13.56156 0.235 0.546 -0.137 -1.06
C -0.63645 -28.39111 4.08434 -0.163 0.175 -0.011 -0.76
C 3.20959 -25.91182 6.20487 -0.441 -0.966 -0.916 -0.75
C 13.30113 -32.35585 -4.53546 0.599 0.185 0.568 -0.80
C 1.91114 -33.18329 -13.47473 -0.675 -0.852 1.005 -0.46
C 2.73297 -27.49199 2.82836 2.073 -1.068 1.674 -0.83
C 9.32094 -31.43654 19.66360 0.459 -0.505 -1.068 -0.71
C 17.18247 -21.12796 5.39121 -1.763 -0.526 -0.360 -0.52
C 12.40416 -26.78933 -5.80432 0.384 -1.562 -0.366 -0.75
C -2.44627 -32.35354 -12.82119 -0.697 0.588 -1.441 -0.47
C 0.11178 -30.72400 -8.57333 -1.647 -0.906 -0.241 -0.19
C 6.41083 -32.00701 6.29182 1.373 1.130 -0.369 -0.31
C 7.95000 -21.12187 0.77100 -1.927 0.965 0.210 -0.19
C 8.38845 -27.17907 11.82191 1.202 -0.587 0.166 -0.76
C 9.13310 -26.83714 -1.12550 -0.611 -0.028 0.175 -0.51
C 7.46608 -30.98033 6.72228 0.273 0.249 0.937 -0.34
C 1.65578 -31.35206 -1.89930 -0.274 -0.364 -0.418 -0.36
C 9.55416 -30.18616 -10.98133 2.041 1.151 0.552 -0.27
C 7.41960 -19.67815 0.94090 0.204 0.077 0.981 -0.52
C 15.04504 -33.52708 5.94003 -0.898 -0.442 0.354 -0.63
C 12.12834 -24.77756 -4.74277 -0.156 0.746 0.495 -0.99
C -5.07102 -19.59065 2.87862 0.305 -0.458 -0.317 -0.73
C -1.03374 -32.48657 -13.39095 0.075 -0.441 0.827 -0.60
C 15.18856 -23.97358 1.28665 -0.175 -0.628 -0.410 -0.68
C 8.31799 -33.35944 -0.00118 0.024 0.353 -0.346 -0.29
C 7.12275 -25.81879 -2.15260 0.179 -0.233 -1.434 -1.11
C 10.95466 -29.41345 -5.02668 1.418 -0.484 -0.232 -0.44
C 8.47171 -27.05092 0.30762 0.600 1.530 -0.876 -0.62
C 14.78906 -21.62118 1.07999 1.801 0.781 -0.188 -0.47
C 3.14144 -31.90435 -11.96704 -1.023 0.120 0.314 -0.77
C 9.62280 -21.44419 -8.39090 -2.336 0.735 1.143 -0.37
C 11.45273 -21.86896 8.34999 0.092 0.659 1.173 -0.34
C 2.30938 -21.73203 -2.42561 0.445 0.188 0.790 -0.41
C -1.27683 -25.78033 -2.48442 -0.049 -0.212 0.509 -0.83
C 15.78200 -21.14111 4.67690 1.685 0.362 -0.944 -0.58
C -3.47055 -33.95647 -14.35572 -1.035 0.863 -0.287 -0.68
C 14.30368 -32.36903 5.20982 1.530 -0.391 -0.890 -0.56
C 9.41311 -31.51069 15.99459 -0.132 0.696 -0.463 -0.65
C 14.88044 -29.29463 4.72720 -0.356 -1.396 -1.285 -0.30
C 3.15314 -26.45446 3.89113 -1.340 0.101 0.132 -0.52
C 10.86537 -30.98039 -10.92203 0.304 -0.052 -1.582 -0.36
C 10.30720 -21.35797 7.50784 0.223 0.979 -0.465 -0.23
C 3.13473 -23.59296 -8.45679 1.373 -1.172 -0.150 -0.48
C -2.72914 -24.85478 -0.81180 -0.365 0.360 0.688 -0.79
C -2.82926 -23.67377 0.10742 1.184 -0.134 0.724 -0.51
C 9.75524 -33.03881 0.53353 -0.011 0.596 1.278 -0.22
C 14.68213 -30.47798 3.68778 1.409 0.202 0.075 -0.88
C 10.02310 -31.64762 17.37235 -0.683 -0.051 0.034 -0.60
C 2.48847 -22.48139 -1.08903 -0.301 0.871 -1.325 -0.34
C 1.93298 -24.50261 -8.86190 1.958 0.569 -1.054 -0.28
C 16.29105 -27.56275 5.29607 1.140 -0.248 0.281 -0.75
C 6.53228 -27.03027 -2.91462 0.223 -1.192 1.010 -0.45
C -4.13478 -21.19339 1.36746 2.114 -0.152 -1.113 -0.49
C 8.79780 -30.08479 14.12192 -0.662 1.062 0.816 -0.45
C 5.98928 -27.98239 -4.99999 -0.551 -0.786 0.021 -0.89
C 8.55725 -28.64459 13.68567 0.211 0.816 -0.896 -0.67
C 2.06248 -32.06271 -3.19637 -0.199 -0.139 -0.235 -0.28
C 0.43017 -27.65431 3.35322 -0.209 0.057 -1.496 -0.26
C 11.77526 -30.75693 -5.44139 -0.460 1.367 1.509 -0.56
C 8.92607 -26.44624 2.60392 -1.405 -0.317 0.033 -0.76
C -0.96545 -31.80794 -8.10854 2.145 0.262 0.468 -0.38
C 8.18152 -20.75810 -8.18962 1.029 -1.347 0.869 -0.35
C 14.65775 -20.96545 2.47034 0.488 0.178 0.127 -0.69
C 11.76761 -27.89148 -6.74694 0.593 1.375 -0.149 -0.81
H 2.26385 -25.82456 3.91370 0.245 0.722 0.493 0.29
H -2.57587 -34.29611 -14.87753 0.352 0.569 0.211 0.23
H 3.09034 -25.90063 -9.94642 -0.036 1.104 -0.054 0.29
H 12.52033 -28.58294 -7.12561 0.195 -0.246 0.672 0.40
H -3.94585 -21.84209 2.22280 -0.240 -0.396 0.048 0.35
H 7.38709 -26.94455 0.32685 -0.144 -0.461 -0.427 0.30
H -4.28850 -34.00730 -15.07438 0.043 0.394 -0.196 0.30
H 2.17338 -25.59684 6.08177 0.095 0.690 0.077 0.31
H 10.32606 -21.12023 -7.62370 -0.002 0.241 -0.018 0.28
H 9.32096 -27.95363 14.04260 0.622 -0.212 0.020 0.43
H 15.40914 -27.20342 5.82639 -0.181 0.020 -0.189 0.34
H 1.77159 -28.73431 4.21794 1.267 -0.088 0.096 0.35
H 3.64995 -28.06112 2.67554 -0.061 -0.509 -0.363 0.36
H -2.54290 -33.00405 -11.95194 -0.303 -0.107 0.012 0.33
H 8.40161 -34.09892 -0.79759 0.080 -0.293 0.149 0.20
H 5.47786 -27.16927 -2.67592 -0.312 0.274 -0.006 0.47
H 6.66501 -25.66927 -1.17474 -0.156 -0.245 -0.177 0.47
H 7.59184 -20.99090 -9.07629 0.005 0.271 -0.076 0.25
H 2.48224 -20.66453 -2.28890 1.199 0.042 0.253 0.31
H 11.32273 -34.10285 1.24343 -0.092 0.393 -0.283 0.31
H 7.48119 -26.66950 12.14642 0.048 0.009 0.243 0.28
H 2.73328 -30.95024 -12.30049 0.491 0.300 -0.564 0.30
H 12.81978 -27.23472 -4.90045 0.353 -0.584 -0.057 0.40
H -0.73896 -31.98656 -7.05740 -0.590 0.355 0.282 0.28
H 16.12784 -31.65668 4.51494 0.097 -0.010 0.124 0.27
H 12.70309 -24.96255 -3.83529 0.172 -0.927 0.143 0.38
H 15.94052 -33.14032 6.42650 0.446 0.133 -0.254 0.35
H 16.80320 -35.55213 6.43174 0.382 0.536 -0.152 0.32
H 17.04489 -21.76303 6.26635 0.200 0.000 0.519 0.35
H 16.08488 -36.57414 5.21524 -0.055 0.091 -0.104 0.27
H 7.89821 -26.54092 2.95412 -0.508 -0.103 -0.095 0.25
H 9.51825 -19.54589 7.08507 0.009 -0.387 -0.145 0.30
H -0.94187 -29.33186 3.62629 0.164 -0.233 -0.092 0.36
H 1.66790 -22.20791 -0.42573 0.142 0.494 0.226 0.25
H 16.98104 -28.01473 6.00861 0.150 0.570 0.608 0.28
H 16.79037 -26.74907 4.77004 -0.061 0.074 0.115 0.25
H 13.72364 -30.63414 3.19278 -0.503 0.261 0.818 0.38
H -3.74487 -34.75301 -13.66407 0.284 0.400 0.830 0.29
H 9.01156 -30.40680 -11.90057 -0.418 -0.265 0.470 0.27
H 2.88984 -22.17986 -3.23222 0.744 0.065 0.296 0.32
H 9.51628 -23.19170 -7.43360 0.003 0.469 0.113 0.28
H 6.54255 -32.05656 5.21094 -0.150 -0.608 -0.266 0.20
H 11.41688 -27.48234 -7.69441 0.025 0.785 0.087 0.36
H 19.49261 -20.61081 6.20517 0.042 -0.172 -0.756 0.31
H 7.01015 -19.19069 -0.90775 0.145 -0.074 -0.170 0.31
H 10.01530 -32.07353 15.28136 0.098 0.171 -0.157 0.43
H 13.83217 -21.44577 2.99550 -0.002 -0.315 0.450 0.30
H 16.35057 -21.82705 2.76669 0.769 -0.306 0.638 0.32
H 7.65365 -28.21592 14.11908 -0.494 -0.314 0.117 0.34
H -1.44376 -26.84272 -2.30678 -0.097 -0.213 0.654 0.33
H 9.94689 -21.09853 -9.37252 0.312 -0.511 -0.088 0.30
H -3.77279 -23.70560 0.65225 0.063 -0.279 0.131 0.39
H 8.96856 -25.75112 -2.94849 0.539 -0.425 0.191 0.17
H 10.36964 -32.67339 17.49806 -0.208 -0.409 0.171 0.38
H 11.49273 -28.73825 -4.36133 0.888 -0.750 0.451 0.20
H -6.03340 -20.08015 2.72923 -0.135 -0.098 -0.091 0.30
H 15.27081 -36.21210 6.71053 -0.871 0.305 0.002 0.32
H 1.65510 -24.13436 -1.63929 -0.222 0.032 0.003 0.24
H 8.59347 -21.47994 1.57464 0.182 0.556 0.347 0.32
H 9.75686 -29.11720 -10.91545 0.233 0.221 -0.775 0.27
H 8.24929 -18.99989 1.14010 0.226 0.077 -0.094 0.29
H 0.12629 -27.50243 2.31751 -0.305 0.389 -0.055 0.23
H 14.01892 -28.62703 4.74107 -0.084 0.174 0.079 0.38
H 3.94620 -25.12589 6.03808 -0.179 0.152 -0.210 0.29
H 13.25075 -26.29616 -6.28198 -0.052 0.193 -0.422 0.45
H 4.90902 -27.88741 -4.88984 -0.269 0.229 0.626 0.35
H 2.23249 -31.01719 -0.11056 0.096 -0.090 0.249 0.29
H 12.59966 -30.55884 -6.12639 0.050 0.285 -0.030 0.32
H 9.08188 -32.08641 6.72847 0.082 0.001 0.148 0.27
H 18.53503 -20.22841 7.51458 -0.012 0.666 0.535 0.31
H 5.41863 -31.58140 6.44177 -0.065 -0.522 0.540 0.34
H 15.25744 -22.06566 4.91803 -0.060 -0.225 0.164 0.40
H 9.73135 -32.32871 1.36016 -0.709 0.691 -0.290 0.20
H -2.84785 -20.36876 -0.23971 -0.567 0.099 -0.037 0.42
H 7.02827 -27.94705 -2.59584 0.026 -0.297 0.608 0.25
H 11.56075 -30.64234 -10.15374 -0.027 0.510 0.141 0.18
H 11.08264 -31.42798 -5.94942 -0.090 -0.182 0.084 0.30
H -1.90157 -22.27692 -1.06310 0.123 -0.361 -0.131 0.27
H 17.89584 -21.64933 4.75296 0.345 0.210 -0.193 0.33
H 1.47926 -24.07732 -9.75709 -0.240 0.580 0.201 0.27
H 9.31942 -25.72826 3.32355 0.619 0.334 -0.760 0.28
H 9.34218 -27.43247 2.80961 0.550 -0.028 -0.412 0.32
H -0.24210 -25.72040 -2.82179 -0.126 0.388 -0.073 0.20
H 9.56295 -30.54650 13.49784 -0.157 -0.053 -0.018 0.29
H 3.30128 -26.22572 7.24466 0.262 -0.673 -0.277 0.26
H 13.02417 -33.15516 -5.22283 -0.525 0.186 -0.221 0.32
H 9.24884 -29.97143 -9.06061 0.114 0.190 -0.006 0.30
H 7.61411 -33.70644 0.75528 0.662 -0.450 0.385 0.30
H -1.08514 -32.26311 -14.45656 0.172 -0.460 -0.160 0.39
H 8.64548 -29.64112 16.18552 -0.328 0.124 -0.297 0.24
H 13.34948 -32.64884 4.76339 0.189 -0.521 -0.304 0.34
H 14.56513 -24.25286 0.43728 0.062 -0.098 -0.346 0.30
H 7.52280 -30.93601 7.80989 -0.599 0.152 0.259 0.25
H 3.45479 -22.10902 -0.74894 0.004 -0.546 0.563 0.29
H 0.61333 -31.57083 -1.66789 -0.266 0.098 -0.339 0.29
H 10.42861 -32.59603 -0.20038 -0.354 -0.193 -0.543 0.27
H 7.31261 -29.96836 6.34753 -0.507 -0.127 -0.114 0.29
H -0.05302 -30.61188 -9.64495 0.643 -0.393 -0.290 0.23
H 15.20207 -20.31060 5.07941 -0.040 0.093 -0.204 0.37
H 1.18551 -35.05518 -12.97539 -0.479 -0.284 0.065 0.43
H -3.39061 -27.19372 5.18528 -0.071 -0.049 0.433 0.23
H -1.98354 -31.44523 -8.25017 0.065 -0.257 -0.167 0.28
H 6.07867 -27.97259 -6.08627 0.884 0.557 0.054 0.29
H 8.64499 -22.15393 -0.62700 0.246 -0.090 -0.499 0.30
H 7.82193 -30.56049 14.02451 0.008 -0.670 -0.419 0.23
H -3.05811 -28.86013 4.77433 -0.387 -0.511 0.552 0.33
H 7.47706 -33.57653 6.62936 -0.017 -0.220 -0.083 0.31
H 1.77841 -31.43060 -4.03770 0.135 0.475 0.078 0.24
H 1.64576 -33.70113 -4.25869 0.232 0.234 0.008 0.29
H 9.47815 -22.03234 7.72232 -0.376 0.243 -0.258 0.23
H 9.45212 -32.49600 19.88371 0.072 -0.147 0.228 0.29
H 3.37666 -31.72169 -10.91851 0.056 -0.540 0.070 0.23
H -0.36953 -33.83687 -12.03727 -0.452 0.190 0.322 0.26
H 8.32935 -19.68932 -8.03490 -0.248 0.033 -0.169 0.30
H 9.31753 -26.72943 12.17222 -0.228 0.749 0.522 0.32
H 6.88542 -21.97598 -7.21821 0.157 -0.025 -0.359 0.27
H 11.21696 -21.82816 9.41339 -0.182 0.960 0.181 0.27
H 8.74729 -28.07276 0.56839 0.130 0.069 0.498 0.41
H 10.27344 -30.93570 19.83673 0.071 0.152 0.112 0.29
H 1.08500 -31.11945 -8.28248 0.155 0.002 -0.372 0.22
H 0.60000 -34.59836 -14.57115 0.536 0.168 -0.283 0.35
H 15.29525 -30.23424 2.82016 0.282 0.345 0.058 0.39
H 1.77994 -30.28603 -2.08972 -0.137 0.158 -0.103 0.29
H -3.51822 -24.62011 -1.52620 0.138 -0.769 -0.792 0.37
H 1.65876 -32.28747 -14.04211 0.459 0.076 -0.302 0.37
H 15.98227 -24.71278 1.39493 0.062 0.123 -0.056 0.26
H -4.64668 -19.94185 3.81920 0.003 -0.060 0.190 0.28
H -2.67052 -31.31888 -12.56181 0.285 -0.020 0.358 0.28
H 0.59407 -28.86905 -8.26541 0.014 0.077 -0.035 0.30
H 15.27975 -20.94011 0.38469 -0.154 0.370 0.133 0.29
H 8.50680 -27.05783 10.74516 -0.483 -0.718 -0.146 0.27
H 10.91414 -31.04379 17.54424 -0.061 0.523 -0.117 0.38
H 14.22017 -31.89265 -4.89451 0.053 0.216 -0.408 0.31
H -1.98340 -25.56678 -3.28645 0.062 0.672 -0.050 0.33
H 11.36922 -30.96510 -11.88847 0.172 0.279 -0.028 0.31
H 3.14592 -32.18165 -3.20735 0.153 -0.088 0.065 0.29
H 10.16386 -27.72505 -5.72182 -0.835 -0.007 -0.040 0.25
H 13.99316 -31.60934 5.92714 0.291 -0.012 0.652 0.35
H -5.24832 -18.51755 2.95016 0.242 -0.047 -0.208 0.26
H 0.97227 -21.43370 -3.72900 -0.322 -0.040 -0.021 0.26
H 10.11673 -29.70780 -4.39475 -0.468 -0.105 -0.660 0.44
H 14.42660 -33.86351 6.77216 -0.365 0.155 0.237 0.38
H 6.73240 -32.19542 -0.39619 0.117 -0.264 0.164 0.30
H 8.42113 -31.96200 16.01478 -0.054 -0.600 0.168 0.33
H -1.97549 -23.74540 0.78125 -0.001 -0.306 0.836 0.39
H 10.61706 -21.39463 6.46347 -0.188 -0.534 -0.137 0.22
H 13.61481 -32.84517 -3.61334 -0.383 0.084 0.214 0.28
H 10.19229 -26.62589 -0.97856 -0.010 -0.029 0.164 0.40
H 8.57416 -31.03766 20.35012 -0.223 0.158 -0.569 0.24
H 1.17658 -24.58303 -8.08120 0.257 -0.531 -0.019 0.25
H -0.22903 -28.57963 5.07760 -0.187 -0.302 0.438 0.37
H -0.32889 -33.69099 -8.13147 -0.056 0.168 0.024 0.27
H 9.88476 -32.12235 -9.99884 -0.683 -1.131 0.626 0.38
H 11.40077 -24.05125 -4.38053 -0.222 0.058 -0.554 0.27
H 6.26458 -28.98557 -4.67447 0.033 -0.261 0.105 0.31
H 7.06055 -21.75073 0.80991 -0.210 -0.338 -0.099 0.20
H -5.04035 -21.46986 0.82746 -0.163 -0.141 -0.019 0.34
H 12.37780 -23.53677 8.60030 -0.038 -0.056 -0.030 0.31
H -1.94872 -21.08469 0.97301 0.127 -0.553 0.596 0.28
H 9.06171 -27.80346 -1.62472 0.059 -0.414 0.107 0.23
H 13.80670 -21.81346 0.64858 0.033 -0.745 0.089 0.38
H 19.33437 -18.91562 6.48331 -0.640 0.182 0.208 0.27
H 6.80014 -19.69073 1.83767 0.052 0.079 0.132 0.32
H 0.48479 -26.68534 3.84940 0.162 0.233 -0.010 0.15
H 14.36810 -19.91953 2.36907 -0.198 0.043 -0.299 0.39
H -0.39981 -31.72307 -12.94008 0.102 0.330 0.048 0.37
H 15.03859 -29.73234 5.71284 -0.312 -0.076 0.304 0.32
H 2.83173 -33.71226 -13.72133 0.176 0.408 -0.951 0.51
H 3.99828 -25.87673 3.51689 0.201 0.047 0.275 0.49
H 2.49042 -27.04599 1.86382 -0.200 0.295 0.240 0.39
H 6.81770 -24.99255 -2.79476 0.155 0.488 0.242 0.39
H -2.92518 -25.72570 -0.18637 -0.417 -0.392 -0.316 0.32
H 4.25772 -24.87656 -7.33570 -0.264 -0.142 -0.431 0.28
H 3.86249 -23.64309 -9.26670 -0.152 -0.212 -0.608 0.30
H 14.51415 -24.09040 2.13495 0.146 0.552 0.516 0.29
H 4.01435 -32.24844 -12.52178 0.161 0.296 -0.017 0.32
H 12.38214 -21.33030 8.16518 -0.006 0.250 -0.118 0.28
H -2.17100 -28.12156 6.13744 0.286 0.154 0.065 0.32
H 2.94893 -22.51918 -8.43272 -0.567 -0.164 0.742 0.36
H 12.84296 -24.33349 -5.43574 -0.169 0.244 -0.261 0.40
```
Forces are in eV/Å.

Summary:
ΔE to the lowest compared entry with this formula, charge and spin = 0.0 kJ/mol
Total charge = 0
Gap between HOMO and LUMO = 8.451 eV